Here is an isolated molecule of C25H29N3O6S from the OMol25 dataset. Energies are from the ωB97M-V functional and the def2-TZVPD basis.

Properties
energy above the lowest of the compared OMol25 structures with the same formula, charge and spin	308.0	kJ/mol
structure (SMILES)	COc1cc(C(=O)N2CCN(S(=O)(=O)c3ccc(C)cc3)CC2)ccc1OCc1c(C)noc1C
orbital gap	8.751	eV
HOMO level	-8.28	eV

ORCA input file:
```
! RIJCOSX wB97M-V def2-TZVPD def2/J DEFGRID3
* xyz 0 1
H 0.324 3.644 1.374
O 1.197 1.347 4.569
H -0.802 -2.471 -3.050
C 1.486 -2.104 -0.082
C -2.894 -0.482 -3.795
H -1.313 -3.578 -1.029
C 1.177 -0.932 3.952
H 1.034 0.005 -0.395
C -0.181 -1.739 2.164
H -0.073 1.352 -3.579
H -2.919 1.294 2.343
C -2.475 0.654 -5.881
O -1.595 -3.426 1.220
C 2.340 2.154 2.605
H 2.206 -2.793 -0.540
C -0.242 -3.412 -1.165
H -3.498 1.882 -7.287
N 3.843 1.135 1.286
C 3.523 1.358 2.531
O -2.235 -1.122 -0.989
H 0.250 -4.377 -1.342
S -1.244 -0.286 -1.600
H -1.883 1.826 0.990
H 1.868 -1.801 0.892
H 2.250 3.048 4.553
C 1.601 2.513 3.853
C -0.958 0.928 -4.026
N 0.239 -2.815 0.062
C 2.011 2.372 1.293
C 0.030 -2.452 -2.344
C -0.401 0.554 2.890
C -2.879 0.984 -7.284
H -4.149 -0.631 -5.518
H 0.303 2.472 0.042
H 1.366 3.874 -0.047
C -1.747 0.082 -3.271
C -1.325 1.213 -5.328
O -0.974 1.789 2.863
C 0.764 -1.980 3.147
C 0.932 3.140 0.630
H 3.696 0.533 4.474
H -2.427 3.002 2.217
N 0.197 -1.083 -1.913
H 0.734 3.138 3.612
H -2.008 1.175 -7.905
C -0.595 -2.747 1.138
C -0.786 -0.493 2.066
H 4.970 1.671 4.038
H 0.943 -2.739 -2.876
H 1.196 -2.961 3.265
H 4.978 0.049 3.332
C 1.290 -0.874 -0.985
H 2.205 -0.659 -1.548
O 2.919 1.763 0.508
C 4.341 0.863 3.664
H -3.459 0.176 -7.722
H -0.715 1.874 -5.926
H -3.486 -1.133 -3.171
O -0.912 0.944 -0.929
C 0.651 0.342 3.803
H -1.552 -0.357 1.320
C -2.114 1.973 2.048
C -3.254 -0.194 -5.101
H 1.937 -1.086 4.703
*
```



Here is a structure of composition C25H29N4O3S3SiTi from the OMol25 dataset. Energies are from the ωB97M-V functional and the def2-TZVPD basis.

Properties
energy above the lowest of the compared OMol25 structures with the same formula, charge and spin	0.0	kJ/mol
orbital gap (spin up / spin down)	6.304 / 6.925	eV
HOMO level (spin up / spin down)	-7.01 / -8.30	eV

ORCA input file:
```
! RIJCOSX wB97M-V def2-TZVPD def2/J DEFGRID3
* xyz 0 2
H 4.700 0.921 -2.787
C -1.638 1.613 3.550
O 0.814 0.308 7.307
C 3.652 0.625 -2.854
C -1.400 2.306 0.671
O 0.825 0.635 -0.955
Ti -0.664 -0.440 0.010
C 0.217 1.407 6.825
C 0.637 -2.009 2.021
H 0.370 -0.838 -2.899
H 3.172 2.647 -3.538
H -2.094 -0.171 -2.901
H 3.650 2.690 -1.071
N -1.754 0.972 -1.217
H 1.764 1.623 -3.246
C 1.511 -2.209 3.066
H 0.153 -1.873 -4.306
C -1.922 -1.871 -0.875
C -2.750 -2.481 -3.807
N 0.771 -1.934 5.515
C -1.822 2.220 -0.669
H 3.539 0.020 -3.752
N -0.922 1.213 1.249
C -1.349 1.663 4.904
H 1.456 0.911 2.365
Si -1.390 -2.642 -2.499
H 2.630 -1.041 -1.821
S 1.204 -1.959 0.373
H -0.190 -4.575 -1.522
H -1.473 3.238 1.221
C -0.061 1.402 5.352
S -1.029 -1.645 2.180
C 0.673 1.127 3.081
H -1.911 -2.691 -0.156
C 2.685 2.338 -1.446
H -0.728 -4.930 -3.170
C -2.725 3.139 -2.691
O -0.072 2.327 7.540
H -2.653 1.747 3.198
C -1.014 -4.453 -2.229
H 0.855 -0.406 6.638
N 4.030 -2.525 2.618
H -3.217 -3.455 -3.972
C 0.953 1.154 4.436
C -0.629 1.325 2.640
H 1.960 0.958 4.782
H -3.548 -1.795 -3.513
H 4.124 -0.550 -1.028
S 2.283 0.859 -0.505
C 0.189 -1.869 -3.214
H 1.917 3.078 -1.225
C 2.766 1.870 -2.891
H -2.366 4.287 -0.918
C 3.273 -0.191 -1.608
H -1.881 -4.985 -1.831
C 1.083 -2.086 4.417
H -3.110 3.970 -3.267
C -2.643 1.854 -3.256
H -2.354 -2.145 -4.768
C -2.160 0.824 -2.491
C -2.316 3.319 -1.399
H -2.947 -1.491 -0.926
C 2.903 -2.403 2.823
H 1.055 -2.465 -2.912
H -2.128 1.874 5.624
H -2.960 1.661 -4.271
*
```



Here is a structure of composition C25H29N4O4Ru from the OMol25 dataset. Energies are from the ωB97M-V functional and the def2-TZVPD basis.

Properties
orbital gap (spin up / spin down)	7.929 / 5.411	eV
HOMO level (spin up / spin down)	-10.91 / -11.09	eV

ORCA input file:
```
! RIJCOSX wB97M-V def2-TZVPD def2/J DEFGRID3
* xyz 1 5
Ru -0.488 -0.291 -0.219
H -3.497 -0.745 2.974
C -4.218 -3.848 1.767
H -0.789 3.377 1.562
H -2.763 4.451 1.567
H 3.408 0.391 1.574
C -5.183 2.991 -0.353
H 1.459 -2.588 1.419
N -0.253 1.633 0.692
H 2.879 -3.257 -1.195
H -1.202 0.916 -4.765
C 2.215 -2.357 0.666
H 1.665 1.018 3.246
C -2.353 -1.757 1.488
O -1.484 -0.759 1.424
C -2.232 -2.938 0.724
H 3.188 -2.641 1.091
C -1.109 2.546 0.931
H -4.935 -4.647 1.883
O -2.510 0.697 -0.861
C -0.511 -0.244 -3.129
C 1.982 -3.216 -0.574
H -1.043 -4.186 -0.556
H 0.392 2.648 -4.235
C -3.226 3.729 0.905
H -5.107 4.766 0.870
N -0.296 -2.300 -0.614
C -4.555 3.909 0.510
C 0.809 -2.773 -1.446
N 0.138 0.351 -2.054
C -4.338 -2.672 2.514
C -2.489 2.651 0.472
H 1.777 1.858 0.498
C -3.117 1.690 -0.422
C 3.132 -0.502 -0.592
H 2.793 -0.977 2.477
H 1.093 2.747 1.855
H 1.718 1.508 -4.355
H 1.100 -1.956 -2.098
C -4.494 1.911 -0.814
C 0.775 1.515 -2.453
C 2.522 -0.229 1.729
O 1.321 2.294 -1.704
H 3.086 0.574 -0.744
C -0.247 0.536 -4.400
H 0.150 -0.126 -5.168
N 2.178 -0.900 0.450
C -3.422 -1.651 2.386
H 1.808 -4.235 -0.219
C 1.392 0.630 2.263
C -1.150 -3.162 -0.193
H -4.933 1.180 -1.479
C -3.167 -3.973 0.893
C 0.708 1.643 -3.965
H 0.469 -3.595 -2.077
H 2.889 -0.978 -1.539
H -5.160 -2.562 3.209
H -3.047 -4.882 0.314
H 0.504 0.011 2.416
H -6.212 3.150 -0.646
H 4.158 -0.783 -0.320
C 1.065 1.797 1.319
O -1.200 -1.235 -3.021
*
```



Max |F|? In order: 1.22, 0.77, 0.28 eV/Å.